Entry 1:
ORCA calculation (the ωB97M-V functional and the def2-TZVPD basis) on a structure of composition C57H48BrN10Sn in a non-equilibrium geometry.

Values from the calculation:
HOMO energy = -0.154 Ha
F_max = 0.02227 Eh/bohr
Gap between HOMO and LUMO = 5.4 eV
Charge = -1

Atoms and positions in Å:
1 Sn 0.0226 -0.1618 0.1518
2 C -7.7267 -0.2968 1.8887
3 C -6.9423 -0.2104 3.0302
4 C -5.5598 -0.1699 2.9234
5 C -4.9429 -0.2207 1.6764
6 C -5.7384 -0.3343 0.5396
7 C -7.1216 -0.3597 0.6423
8 C -3.4517 -0.1978 1.5657
9 C -2.8365 1.0518 1.4550
10 C -3.5580 2.3050 1.4663
11 C -2.6403 3.2857 1.3063
12 C -1.3478 2.6396 1.2412
13 C -0.1079 3.2876 1.1545
14 C -0.0745 4.7420 0.8457
15 C -0.6875 5.7095 1.6395
16 C -0.6704 7.0446 1.2625
17 C -0.0281 7.4388 0.0971
18 C 0.6230 6.4912 -0.6808
19 C 0.5978 5.1584 -0.3063
20 C 1.1309 2.6476 1.3044
21 N 1.3455 1.3095 1.3500
22 C 2.6795 1.1186 1.5397
23 C 3.3250 -0.1089 1.6790
24 C 4.8142 -0.0846 1.7866
25 C 5.5882 -0.1149 0.6300
26 C 6.9728 -0.1071 0.7105
27 C 7.5981 -0.0804 1.9489
28 C 6.8331 -0.0519 3.1060
29 C 5.4482 -0.0603 3.0254
30 C 2.7063 -1.3631 1.7623
31 C 3.3836 -2.5835 2.1324
32 C 2.4451 -3.5619 2.1304
33 C 1.1963 -2.9417 1.7552
34 N 1.3928 -1.6175 1.5387
35 C -0.0292 -3.6250 1.7119
36 C -1.2839 -2.9983 1.6547
37 C -2.5647 -3.6747 1.7315
38 C -3.5122 -2.7090 1.7235
39 C -2.8117 -1.4452 1.6069
40 N -1.4777 -1.6610 1.5541
41 C 0.0149 -5.1117 1.7322
42 C -0.5886 -5.8641 2.7391
43 C -0.5973 -7.2497 2.6832
44 C -0.0060 -7.9124 1.6174
45 C 0.6248 -7.1766 0.6243
46 C 0.6385 -5.7920 0.6847
47 C 3.3405 2.3972 1.6315
48 C 2.3836 3.3432 1.4901
49 N -1.5075 1.2946 1.3218
50 H -8.8063 -0.3217 1.9698
51 H -7.4108 -0.1801 4.0062
52 H -4.9415 -0.1099 3.8108
53 H -5.2646 -0.4257 -0.4307
54 H -7.7277 -0.4336 -0.2522
55 H -4.6266 2.4087 1.5759
56 H -2.8305 4.3441 1.2408
57 H -1.1600 5.4130 2.5680
58 H -1.1575 7.7819 1.8897
59 H -0.0291 8.4816 -0.1949
60 H 1.1590 6.7805 -1.5767
61 H 1.1080 4.4191 -0.9100
62 H 5.0951 -0.1352 -0.3345
63 H 7.5703 -0.1282 -0.1923
64 H 8.6789 -0.0803 2.0158
65 H 7.3152 -0.0291 4.0758
66 H 4.8412 -0.0441 3.9226
67 H 4.4287 -2.6697 2.3832
68 H 2.5703 -4.6001 2.3944
69 H -2.7188 -4.7398 1.7775
70 H -4.5818 -2.8352 1.7760
71 H -1.0449 -5.3523 3.5773
72 H -1.0734 -7.8161 3.4743
73 H -0.0371 -8.9932 1.5604
74 H 1.0990 -7.6822 -0.2080
75 H 1.1303 -5.2234 -0.0945
76 H 4.3950 2.5430 1.8025
77 H 2.5069 4.4131 1.5245
78 C -1.3318 -0.8079 -3.5305
79 N -1.0270 -1.8807 -2.6083
80 C -2.2143 -2.3483 -1.9193
81 C -0.3460 -2.9801 -3.2638
82 C 1.0721 -2.6235 -3.7251
83 N 1.8558 -1.9729 -2.6958
84 C 2.2151 -2.8861 -1.6320
85 C 3.0281 -1.3229 -3.2462
86 H -1.9762 -1.1436 -4.3650
87 H -0.4100 -0.3923 -3.9369
88 H -1.8370 -0.0106 -2.9920
89 H -2.9101 -2.8957 -2.5807
90 H -2.7385 -1.4926 -1.4877
91 H -1.9240 -3.0069 -1.0981
92 H -0.9181 -3.3327 -4.1440
93 H -0.2994 -3.8148 -2.5591
94 H 1.0118 -1.9458 -4.5793
95 H 1.5629 -3.5493 -4.0846
96 H 2.7954 -3.7541 -2.0005
97 H 1.3107 -3.2407 -1.1371
98 H 2.8115 -2.3611 -0.8853
99 H 3.7039 -2.0330 -3.7588
100 H 3.5753 -0.8381 -2.4372
101 H 2.7280 -0.5479 -3.9523
102 Br -6.0495 2.6956 -3.1554
103 C -4.1759 2.8195 -2.8662
104 C -3.4080 3.6903 -3.6185
105 C -2.0463 3.7371 -3.3658
106 C -1.5192 2.8877 -2.4016
107 N -2.2681 2.0478 -1.6948
108 C -3.5769 2.0225 -1.9052
109 H -3.8671 4.3167 -4.3714
110 H -1.4036 4.4067 -3.9212
111 H -0.4588 2.8539 -2.1853
112 H -4.1570 1.3516 -1.2836
113 N 3.0474 5.2894 -3.0448
114 C 2.9914 4.1722 -2.7208
115 N 3.0101 2.9211 -2.3847
116 C 2.1230 2.1064 -1.9709
117 N 1.3453 1.3061 -1.6082

***

Entry 2:
ORCA calculation (the ωB97M-V functional and the def2-TZVPD basis) on a structure of composition C57H48IrN4O3P2S2 in a non-equilibrium geometry.

Values from the calculation:
⟨S²⟩ = 8.83
HOMO energy (spin up / spin down) = -0.354 / -0.447 Ha
F_max = 0.07564 Eh/bohr
Gap between HOMO and LUMO (spin up / spin down) = 4.1 / 4.4 eV
Charge = +2
Multiplicity = 6

Atoms and positions in Å:
1 Ir -0.7597 1.3437 0.2262
2 O 2.2188 2.0260 1.1392
3 S 1.8097 1.0026 0.1866
4 C 2.7110 1.3126 -1.3344
5 C 3.9590 1.8763 -1.1757
6 C 4.8182 2.1300 -2.2486
7 C 4.3755 1.8016 -3.5054
8 C 5.0400 1.9016 -4.8393
9 C 3.9456 1.5243 -5.8610
10 C 2.7777 1.0994 -5.0320
11 C 1.5377 0.6220 -5.3789
12 C 0.6182 0.3760 -4.3578
13 C 0.8836 0.5738 -3.0039
14 P -0.6029 0.3028 -1.9604
15 C -1.0912 -1.3526 -2.5450
16 C 0.0122 -2.3576 -2.3770
17 C -0.4115 -3.8310 -2.3972
18 C -1.5681 -4.0485 -3.3076
19 C -2.3990 -3.0514 -3.6583
20 C -2.2298 -1.7127 -3.1785
21 C -1.7874 1.4906 -2.6695
22 C -1.3588 2.6314 -3.3466
23 C -2.2847 3.5463 -3.8138
24 C -3.6395 3.3299 -3.6124
25 C -4.0685 2.2072 -2.9191
26 C -3.1470 1.3116 -2.4113
27 C 2.1693 1.0381 -2.6115
28 C 3.0716 1.2919 -3.6709
29 C 2.6296 -0.4849 0.8352
30 C 3.7172 -1.0358 0.1913
31 C 4.4445 -2.1098 0.7164
32 C 4.0540 -2.6165 1.9308
33 C 4.6124 -3.7243 2.7615
34 C 3.7560 -3.7306 4.0451
35 C 2.7266 -2.6728 3.8286
36 C 1.6827 -2.2382 4.6082
37 C 0.8606 -1.2303 4.1047
38 C 1.0449 -0.6174 2.8694
39 P -0.2847 0.5784 2.4507
40 C -1.8035 -0.2652 2.9811
41 C -2.8780 0.4885 3.4523
42 C -4.0726 -0.1278 3.7746
43 C -4.2233 -1.4945 3.5994
44 C -3.1664 -2.2441 3.1045
45 C -1.9659 -1.6356 2.7875
46 C -0.0927 1.9387 3.6615
47 C -0.5417 1.8083 4.9765
48 C -0.3800 2.8505 5.8719
49 C 0.2273 4.0323 5.4753
50 C 0.6638 4.1696 4.1682
51 C 0.5001 3.1342 3.2631
52 C 2.1632 -0.9947 2.0723
53 C 2.9439 -2.0521 2.5872
54 H 4.2713 2.1136 -0.1702
55 H 5.7916 2.5616 -2.0769
56 H 5.8856 1.2115 -4.8846
57 H 5.4390 2.9011 -5.0110
58 H 4.2647 0.7354 -6.5426
59 H 3.6704 2.3837 -6.4772
60 H 1.2616 0.4580 -6.4086
61 H -0.3668 0.0241 -4.6411
62 H 0.7772 -2.1735 -3.1366
63 H 0.4301 -4.4367 -2.7640
64 H -1.6849 -5.0426 -3.7047
65 H -3.2119 -3.2486 -4.3368
66 H -3.0122 -0.9988 -3.3817
67 H -0.3069 2.8130 -3.5036
68 H -1.9524 4.4281 -4.3412
69 H -4.3634 4.0422 -3.9784
70 H -5.1228 2.0269 -2.7730
71 H -3.4659 0.4730 -1.8089
72 H 4.0260 -0.6268 -0.7582
73 H 5.2940 -2.5009 0.1760
74 H 5.6696 -3.5605 2.9762
75 H 4.5358 -4.6715 2.2228
76 H 4.3534 -3.5056 4.9308
77 H 3.2872 -4.6995 4.2172
78 H 1.4821 -2.6588 5.5800
79 H 0.0227 -0.9187 4.7115
80 H -2.7701 1.5566 3.5834
81 H -4.8947 0.4583 4.1575
82 H -5.1587 -1.9728 3.8516
83 H -3.2825 -3.3071 2.9570
84 H -1.1399 -2.2205 2.4054
85 H -1.0329 0.9059 5.3088
86 H -0.7317 2.7406 6.8867
87 H 0.3543 4.8408 6.1804
88 H 1.1351 5.0856 3.8463
89 H 0.8620 3.2440 2.2526
90 C -4.2038 4.3083 1.0938
91 C -3.0526 3.5043 0.5722
92 N -2.9857 2.2108 0.5479
93 O -4.0178 1.4178 0.9543
94 C -1.8957 4.1918 0.0414
95 C -1.9129 5.6489 -0.2921
96 N -0.8378 3.4625 -0.1748
97 O 0.2385 3.8032 -0.7253
98 H -5.1087 3.7166 1.2293
99 H -4.4440 5.1314 0.4248
100 H -3.9272 4.7313 2.0620
101 H -4.8129 1.9331 1.1905
102 H -2.7652 5.8880 -0.9250
103 H -0.9955 5.8949 -0.8227
104 H -1.9654 6.2590 0.6087
105 C -2.2280 -6.1225 -1.1566
106 C -1.0559 -5.4631 -0.5157
107 C -0.4328 -6.0363 0.5649
108 C 0.5708 -5.3494 1.2535
109 N 0.9015 -4.0989 0.8990
110 C 0.3634 -3.6202 -0.1675
111 S 0.8506 -2.0562 -0.7621
112 N -0.5895 -4.2293 -0.9712
113 H -1.9010 -7.0082 -1.7062
114 H -2.7605 -5.4531 -1.8220
115 H -2.9198 -6.4550 -0.3836
116 H -0.7526 -7.0086 0.9015
117 H 1.1064 -5.7686 2.0862

***

Among the records above, which one has the highest F_max? C57H48IrN4O3P2S2

***

Which of these has the highest F_max? C57H48IrN4O3P2S2